Computed, not measured: a structure of composition C29H29N13NaO, with ωB97M-V/def2-TZVPD.

## Properties
Kohn-Sham gap: 7.006 eV
Net charge: -1
E: -2071.97970 hartree
Largest force on an atom: 0.68 eV/Å
Multiplicity: 1

Last column: Löwdin charge in e.
Atoms and positions in Å:
Na 0.2357 0.0240 -0.1458  0.187
C -1.3053 -2.6476 -1.2290  -0.176
C -0.5241 -2.8951 -2.5206  -0.111
C -0.0835 -1.6646 -3.2717  -0.267
C -0.1477 -1.6525 -4.6651  -0.035
C 0.3608 -0.5676 -5.3591  -0.079
C 0.9243 0.4749 -4.6427  -0.054
C 0.9176 0.3933 -3.2579  -0.101
N 0.4174 -0.6408 -2.5853  0.137
N -0.4990 -2.4747 -0.0258  -0.159
C -1.3519 -2.1177 1.0920  -0.163
C -0.6132 -1.3603 2.1639  -0.261
C -1.3067 -0.8264 3.2489  -0.018
C -0.6167 -0.0717 4.1762  -0.079
C 0.7443 0.1444 3.9908  -0.071
C 1.3522 -0.4137 2.8816  -0.115
N 0.6913 -1.1654 1.9981  0.125
C 0.3779 -3.5894 0.3110  -0.132
C 1.8641 -3.3450 0.1009  -0.272
C 2.8026 -4.1554 0.7340  -0.042
C 4.1492 -3.8647 0.5844  -0.084
C 4.5214 -2.7756 -0.1868  -0.068
C 3.5168 -2.0439 -0.7996  -0.136
N 2.2268 -2.3277 -0.6662  0.135
H -2.0081 -3.4927 -1.0956  0.120
H -1.8977 -1.7364 -1.3422  0.117
H -1.1425 -3.4959 -3.1903  0.107
H 0.3750 -3.4750 -2.2977  0.110
H -0.5869 -2.4885 -5.1953  0.103
H 0.3238 -0.5436 -6.4415  0.100
H 1.3540 1.3344 -5.1389  0.102
H 1.3418 1.1879 -2.6601  0.078
H -1.8638 -2.9967 1.5267  0.134
H -2.1133 -1.4238 0.7299  0.101
H -2.3735 -0.9887 3.3425  0.119
H -1.1350 0.3757 5.0148  0.105
H 1.3113 0.7546 4.6814  0.099
H 2.4042 -0.2566 2.6640  0.097
H 0.0747 -4.5014 -0.2279  0.128
H 0.2593 -3.8160 1.3727  0.117
H 2.4856 -4.9894 1.3501  0.105
H 4.8994 -4.4670 1.0824  0.097
H 5.5577 -2.4873 -0.2958  0.100
H 3.7520 -1.1800 -1.4137  0.096
N 1.8306 3.2727 -1.5036  0.121
C 2.6837 2.3740 -0.8492  -0.507
N 3.9989 2.4040 -1.0296  -0.004
N 4.4571 1.4127 -0.2485  -0.126
N 3.4651 0.8233 0.3449  -0.108
N 2.3036 1.4105 -0.0101  0.018
C 0.4787 3.2528 -1.3039  -0.420
N -0.3780 4.2542 -1.5868  0.063
N -1.5726 3.7958 -1.2595  0.056
N -1.4060 2.5861 -0.8173  -0.093
N -0.1483 2.1880 -0.8299  0.127
H 2.2494 4.1285 -1.8208  0.131
C -3.7418 1.8298 -0.7817  -0.033
C -2.4186 1.7229 -0.0061  -0.575
O -1.9456 0.4982 0.0895  -0.169
C -2.4949 2.5009 1.3431  -0.116
C -3.6477 3.1281 1.7999  -0.043
C -3.6445 3.8409 2.9933  -0.100
C -2.4823 3.9574 3.7372  -0.111
C -1.3262 3.3303 3.2920  -0.088
C -1.3406 2.5951 2.1189  -0.029
H -3.5968 1.3537 -1.7515  0.080
H -4.0420 2.8664 -0.9335  0.065
H -4.5105 1.2821 -0.2365  0.081
H -4.5676 3.0692 1.2327  0.096
H -4.5544 4.3220 3.3342  0.093
H -2.4747 4.5375 4.6526  0.091
H -0.4069 3.4107 3.8596  0.100
H -0.4393 2.1018 1.7793  0.106